Arrangement i

This record from the OMol25 dataset describes 12 unconnected molecules or ions with the total composition H24O12. The level of theory is wB97M-V/def2-TZVPD.

The SMILES is O.O.O.O.O.O.O.O.O.O.O.O.

```
! RIJCOSX wB97M-V def2-TZVPD def2/J DEFGRID3
* xyz 0 1
O -4.40375 -10.13112 -5.23325
H -5.23116 -9.87966 -4.82290
H -3.73518 -9.89277 -4.59104
O -5.27807 -8.86030 0.35536
H -6.07349 -9.06541 -0.13603
H -5.59077 -8.61140 1.22513
O -9.52426 -9.33390 -3.89945
H -8.76499 -9.54106 -4.44427
H -10.20316 -9.07473 -4.52247
O -6.94019 -12.24470 -5.81547
H -7.09169 -12.60879 -6.68767
H -6.57510 -12.97222 -5.31182
O -3.39977 -11.15714 -2.57998
H -4.27844 -10.80186 -2.71393
H -3.53948 -11.95984 -2.07760
O -5.59538 -14.27208 -4.01053
H -6.06045 -13.83297 -3.29841
H -6.13546 -15.03543 -4.21512
O -7.57761 -9.20086 -0.91501
H -8.38473 -9.66127 -0.68520
H -7.86010 -8.50004 -1.50263
O -8.62842 -12.10021 -3.02196
H -8.97833 -11.52111 -2.34488
H -9.36806 -12.25774 -3.60876
O -7.16580 -7.37111 -3.53438
H -7.21782 -7.95671 -4.28976
H -6.34811 -7.61266 -3.09932
O -4.60936 -8.15433 -2.45090
H -4.86364 -8.56228 -1.62316
H -3.65275 -8.13365 -2.42436
O -8.06387 -14.61489 -2.34053
H -8.92484 -15.03067 -2.38624
H -8.20552 -13.73162 -2.68111
O -6.06169 -10.63792 -2.74959
H -6.47406 -10.02684 -2.13905
H -6.77281 -11.21449 -3.02907
*
```

Löwdin atomic charge list, values in e, 4 entries: -0.05 -0.01 0.01 -0.05

Arrangement ii

This record from the OMol25 dataset describes 12 unconnected molecules or ions with the total composition H24O12. The level of theory is wB97M-V/def2-TZVPD.

The SMILES is O.O.O.O.O.O.O.O.O.O.O.O.

```
! RIJCOSX wB97M-V def2-TZVPD def2/J DEFGRID3
* xyz 0 1
O -1.27191 -1.75337 -2.06403
H -1.43703 -0.97594 -1.51322
H -0.71544 -2.19058 -1.41487
O 1.69226 0.74480 3.07678
H 2.11458 -0.06962 2.77533
H 2.09475 1.26328 2.33401
O 3.60668 -1.72191 2.63766
H 4.16914 -1.73827 1.88408
H 2.83688 -2.35672 2.41992
O -1.62047 2.80677 -2.99409
H -2.24065 3.14532 -2.38905
H -1.59035 1.87024 -2.68509
O -0.20442 -3.15299 1.27036
H -0.98776 -2.66574 0.99769
H -0.70968 -3.39580 2.05297
O 3.45259 1.07232 -0.64823
H 4.22394 1.09835 -1.28498
H 3.50859 0.91686 0.26451
O 0.08396 -2.67174 -4.40447
H 0.60678 -3.30272 -3.96988
H -0.71664 -2.60334 -3.87087
O 0.23201 1.24302 0.27342
H -0.22695 1.58976 -0.49668
H 1.11171 1.72300 0.09926
O -2.63763 1.44221 -0.23142
H -2.20180 0.71128 -0.62315
H -3.55031 1.43755 -0.06977
O -2.96463 -1.10588 0.27361
H -3.78326 -1.09115 -0.16806
H -2.99449 -1.18434 1.25654
O 2.37094 3.26851 0.07444
H 2.02208 4.17478 -0.05734
H 2.88636 2.77137 -0.53600
O -2.76495 -0.03862 2.63402
H -1.97399 0.42646 2.19689
H -2.09408 -0.37158 3.23028
*
```

Löwdin atomic charge list, values in e, 4 entries: -0.04 0.01 0.04 -0.07

Arrangement iii

This record from the OMol25 dataset describes 12 unconnected molecules or ions with the total composition H24O12. The level of theory is wB97M-V/def2-TZVPD.

The SMILES is O.O.O.O.O.O.O.O.O.O.O.O.

```
! RIJCOSX wB97M-V def2-TZVPD def2/J DEFGRID3
* xyz 0 1
O 45.66100 49.92500 4.30900
H 45.09900 49.17800 4.65200
H 46.66500 49.56100 4.36500
O 47.17000 50.66900 8.38500
H 47.21800 50.12000 9.17900
H 48.01400 50.73100 7.96900
O 48.39400 46.43000 4.76500
H 47.44700 46.16900 4.58900
H 48.95100 45.86700 4.36400
O 48.14700 47.11700 7.43500
H 47.75600 46.45600 7.98200
H 48.51200 46.82900 6.54700
O 45.80100 51.94500 6.48000
H 46.14700 51.18000 7.12200
H 45.22000 51.30200 6.14100
O 46.41300 45.47800 8.84600
H 46.27500 44.75800 8.05600
H 45.62300 45.45300 9.33000
O 43.54500 46.63500 8.65600
H 42.74500 47.11500 8.38400
H 43.83400 46.13400 7.94600
O 44.25700 45.26600 6.25800
H 44.99100 45.40700 5.66500
H 44.45200 44.35400 6.31200
O 43.83700 48.03800 4.35900
H 43.51500 47.22600 4.48800
H 43.28300 48.24400 3.77900
O 45.76400 46.01800 4.10600
H 45.61500 45.42800 3.29700
H 45.32700 46.93900 3.98300
O 43.18900 49.64600 6.96800
H 43.51800 49.89800 7.84800
H 43.92800 49.10400 6.51400
O 45.53100 48.42800 6.67500
H 46.34800 48.64500 7.01500
H 45.73500 47.31500 6.66500
*
```

Löwdin atomic charge list, values in e, 4 entries: -0.14 -0.03 0.12 -0.03

Short version: arrangement iii is the least stable of them.

Arrangement i

This record from the OMol25 dataset describes 12 unconnected molecules or ions with the total composition H24O12. The level of theory is wB97M-V/def2-TZVPD.

The SMILES is O.O.O.O.O.O.O.O.O.O.O.O.

```
! RIJCOSX wB97M-V def2-TZVPD def2/J DEFGRID3
* xyz 0 1
O 1.80152 3.29108 -2.30917
H 1.09811 2.61739 -2.28175
H 1.39444 4.03888 -2.75489
O -0.60733 -2.12872 2.89224
H -0.18770 -2.69610 2.21441
H -1.32092 -2.65451 3.26803
O 1.62727 -0.65081 2.13762
H 1.65124 0.17991 2.62499
H 0.96852 -1.19978 2.60411
O -0.60889 1.80899 -2.93153
H -0.45912 1.48164 -3.82471
H -1.03739 1.06383 -2.46188
O -2.79070 -0.66740 1.69302
H -2.93067 0.27143 1.52106
H -1.84323 -0.75284 1.87716
O -0.22516 -3.31540 0.45111
H 0.29272 -3.86256 -0.15196
H -1.14354 -3.42203 0.17769
O 0.73956 -2.08825 -2.10520
H 0.61489 -1.51503 -1.32980
H -0.12951 -2.11702 -2.51696
O -1.96900 3.04367 0.09082
H -2.35643 3.65448 -0.54365
H -1.16325 2.73918 -0.34215
O 4.26814 -1.48212 1.42269
H 3.32916 -1.22110 1.44260
H 4.26997 -2.42841 1.59159
O -0.17387 -0.11610 0.00041
H 0.13013 0.78990 -0.19121
H 0.44915 -0.48151 0.65915
O 0.94388 2.49375 0.10154
H 1.78162 2.81069 -0.26013
H 0.92128 2.76755 1.02452
O -2.49888 0.26129 -1.44272
H -3.02870 -0.53466 -1.55076
H -1.80729 0.02068 -0.79628
*
```

Löwdin atomic charge list, values in e, 4 entries: -0.07 0.00 0.05 -0.07

Arrangement ii

This record from the OMol25 dataset describes 12 unconnected molecules or ions with the total composition H24O12. The level of theory is wB97M-V/def2-TZVPD.

The SMILES is O.O.O.O.O.O.O.O.O.O.O.O.

```
! RIJCOSX wB97M-V def2-TZVPD def2/J DEFGRID3
* xyz 0 1
O 0.55242 -0.01413 0.33162
H 0.17587 0.56905 1.00028
H 0.74423 -0.82784 0.81129
O -3.20003 1.15057 2.91659
H -4.11473 0.86129 2.82364
H -2.76908 0.82589 2.11794
O -2.00882 -0.29486 -1.36946
H -2.39565 0.22968 -2.07953
H -2.76175 -0.75312 -0.97947
O -3.67987 -2.72002 -0.96651
H -2.76024 -2.60262 -0.70292
H -4.06230 -1.83934 -0.88203
O 0.15734 2.37685 2.50286
H 0.86504 1.84639 2.88597
H -0.21154 2.85387 3.25476
O 0.79270 2.41137 -3.14608
H 0.03617 2.35693 -2.55137
H 1.35670 1.67799 -2.87581
O 2.48923 -2.10993 3.90474
H 1.55773 -1.89381 3.78395
H 2.47763 -3.00221 4.26899
O -0.22198 -1.80295 -2.89362
H -0.42700 -1.62495 -1.96881
H -0.74411 -1.15403 -3.37868
O 3.10957 -4.20056 -2.33580
H 3.65571 -4.62747 -1.66613
H 2.53314 -3.61614 -1.83066
O -0.88661 3.84813 -1.46451
H -1.07040 2.92880 -1.24077
H -1.35093 4.35182 -0.78650
O -0.00360 1.26441 -0.93906
H -0.84516 1.13467 -1.39065
H 0.54769 0.54102 -1.25805
O 4.24442 0.23703 1.98343
H 4.40574 0.97060 1.37942
H 3.81251 0.64763 2.74096
*
```

Löwdin atomic charge list, values in e, 4 entries: -0.09 0.04 0.06 -0.06

Arrangement iii

This record from the OMol25 dataset describes 12 unconnected molecules or ions with the total composition H24O12. The level of theory is wB97M-V/def2-TZVPD.

The SMILES is O.O.O.O.O.O.O.O.O.O.O.O.

```
! RIJCOSX wB97M-V def2-TZVPD def2/J DEFGRID3
* xyz 0 1
O -2.02753 -1.76039 -2.11261
H -1.62853 -1.48639 -2.90161
H -2.06153 -1.07039 -1.48161
O -2.27753 0.76761 -1.08361
H -2.09553 0.63461 -0.08161
H -1.67553 1.36761 -1.48461
O 1.20947 -2.46439 1.28239
H 1.86647 -1.70839 1.19039
H 1.12047 -2.99339 0.49639
O 0.11447 1.49361 -2.57061
H -0.36053 0.84561 -3.15861
H 0.33347 0.95361 -1.82461
O 3.21447 0.56961 -2.07861
H 4.12647 0.89061 -2.11761
H 2.68247 1.06661 -1.44961
O -1.73053 1.18361 1.58139
H -2.29353 1.73461 2.17039
H -1.25353 0.56761 2.17939
O -0.62853 3.09261 -0.16661
H -0.65853 2.34061 0.41439
H -1.42353 3.49961 0.11239
O 1.47947 -2.08639 -2.22161
H 2.35647 -1.75039 -2.17761
H 1.13547 -1.41739 -1.66761
O -1.31453 -1.56239 0.99039
H -2.19453 -1.68739 1.39839
H -0.64453 -2.23139 1.18139
O 1.60547 1.08361 1.68739
H 2.18147 0.63661 2.31339
H 1.62747 2.07161 1.80839
O 0.54547 -0.20039 -0.53561
H -0.36053 -0.48939 -0.38161
H 0.75147 0.17161 0.34139
O -0.56753 -0.28839 3.43139
H -1.08153 -0.89239 3.97639
H -0.07253 -0.88239 2.94039
*
```

Löwdin atomic charge list, values in e, 4 entries: -0.03 0.00 -0.05 -0.08

Arrangement iv

This record from the OMol25 dataset describes 12 unconnected molecules or ions with the total composition H24O12. The level of theory is wB97M-V/def2-TZVPD.

The SMILES is O.O.O.O.O.O.O.O.O.O.O.O.

```
! RIJCOSX wB97M-V def2-TZVPD def2/J DEFGRID3
* xyz 0 1
O -0.08552 -0.50637 -0.62248
H 0.80316 -0.50902 -1.02595
H 0.08271 -0.63326 0.35296
O -3.78484 0.13528 0.11834
H -4.43070 -0.30745 -0.48728
H -4.28825 0.23499 0.87895
O 4.78635 1.91657 -3.03283
H 4.08221 1.26189 -2.87988
H 5.28746 1.58631 -3.76096
O -0.92312 1.23148 -2.86021
H -1.30374 1.05054 -2.01918
H -0.47114 0.41419 -3.20618
O -2.00559 2.90850 -0.35028
H -2.78024 2.53900 0.03778
H -1.78029 3.48807 0.46399
O -1.59652 -0.85335 4.71648
H -1.52723 -1.27993 3.84441
H -1.76214 0.07824 4.34332
O 0.18567 4.39917 0.70101
H 0.02462 4.15350 1.55695
H -0.18459 3.56865 0.28660
O -3.21777 -1.25100 -2.30227
H -3.23606 -0.56899 -2.91130
H -2.62462 -1.06035 -1.53220
O 3.89559 2.05135 -0.25292
H 3.31292 2.62647 -0.89055
H 3.19495 1.62721 0.21474
O 1.48883 -3.62613 -0.97087
H 1.93769 -4.29396 -1.50852
H 2.11783 -2.91393 -0.92599
O 1.12803 -4.30721 1.14030
H 1.02813 -3.39509 0.88447
H 0.16894 -4.58603 1.05930
O 0.28180 -2.05441 3.62422
H 0.39743 -2.19918 4.54890
H 0.72764 -1.23288 3.40779
*
```

Löwdin atomic charge list, values in e, 4 entries: -0.07 0.04 0.07 -0.04

Short version: arrangement ii is the least stable of them.